(1)
Here is a cluster of 15 separate species, C51H93F3O39 in total from the OMol25 dataset. Energies are from ωB97M-V/def2-TZVPD.

Geometry (Å):
C 18.02151 19.59579 13.97698
C 17.01571 18.83238 14.86625
O 15.77878 18.82420 14.12190
C 15.97642 19.40453 12.94334
O 15.24918 19.59902 12.02019
O 17.15117 20.09005 12.96629
H 18.77726 19.00751 13.52262
H 18.42380 20.42503 14.52446
H 16.88307 19.43643 15.74065
H 17.34161 17.82919 15.11071
C 18.49955 17.03756 8.95616
C 18.57156 18.22043 9.81464
O 17.85331 17.90198 10.98606
C 17.65224 16.58653 11.05891
O 17.20709 16.11501 12.05168
O 18.03253 16.03317 9.90227
H 19.46132 16.69411 8.63527
H 17.83521 17.07531 8.19613
H 18.20469 19.10478 9.34054
H 19.60285 18.46474 10.10759
C 17.98731 20.17854 19.13388
C 19.30778 20.76679 19.63311
O 20.17565 20.70142 18.59881
C 19.61005 20.29245 17.48721
O 20.20137 20.11274 16.45463
O 18.36442 19.96177 17.71802
H 17.11837 20.80444 19.24052
H 17.86431 19.15783 19.49701
H 19.72539 20.08151 20.37471
H 19.22561 21.73537 20.09522
C 14.14493 10.80161 19.41959
C 15.05661 10.89457 18.20280
O 14.81656 12.24861 17.77650
C 14.42791 12.98765 18.86222
O 14.21771 14.15117 18.86894
O 14.20770 12.18272 19.89180
H 14.56070 10.11419 20.14126
H 13.11557 10.54560 19.15093
H 14.79067 10.12400 17.43539
H 16.09542 10.84666 18.49907
C 14.42409 11.81971 14.00146
C 12.92660 12.06526 13.61642
O 12.28774 11.81092 14.83981
C 13.03194 11.00820 15.63749
O 12.64238 10.65169 16.71949
O 14.17169 10.73012 15.03764
H 14.84030 12.68116 14.47616
H 15.10855 11.38963 13.26973
H 12.54510 11.37770 12.83121
H 12.81204 13.08969 13.44813
C 8.61744 16.82684 17.24951
C 9.71785 16.05616 16.47770
O 10.48370 17.13916 15.94689
C 10.20081 18.28834 16.58565
O 10.76307 19.34631 16.42282
O 9.18529 18.07321 17.47555
H 8.46113 16.41093 18.19449
H 7.69208 16.88675 16.74504
H 9.41678 15.44676 15.62534
H 10.32132 15.53546 17.16555
C 16.15311 17.26497 17.77288
O 15.65052 16.80504 16.51976
C 14.17797 16.47633 16.62154
C 13.72507 16.37419 15.20602
O 14.21681 15.27225 14.52037
C 13.97458 15.49325 13.10762
H 15.70701 18.17444 18.09860
H 17.24765 17.37773 17.57725
H 15.87516 16.54451 18.62304
H 13.71922 17.19377 17.26915
H 14.11770 15.50412 17.06740
H 13.92221 17.37608 14.69779
H 12.61460 16.22821 15.18762
H 14.35211 16.49006 12.76220
H 12.89874 15.58607 12.93713
H 14.46309 14.67345 12.58763
C 13.79708 22.28106 13.65256
O 13.96455 22.62374 15.01157
C 13.92009 21.57096 15.92558
C 14.54496 22.11211 17.21939
O 15.90060 21.86637 17.25376
C 16.60968 22.68451 16.39750
H 14.84048 22.04882 13.29617
H 13.42577 23.07404 13.01997
H 13.03605 21.44756 13.55857
H 14.64048 20.80110 15.61246
H 12.90123 21.16012 15.92315
H 14.14572 21.51707 18.03646
H 14.28572 23.15881 17.31809
H 16.28034 23.72587 16.39665
H 16.49898 22.50460 15.32288
H 17.61730 22.66129 16.72006
C 11.86051 15.58957 19.96817
O 11.93202 16.97567 19.53034
C 12.60586 17.83864 20.35684
C 12.32173 19.20066 19.56834
O 12.84498 20.09494 20.55538
C 12.24717 21.34982 20.43899
H 11.19572 15.47762 20.80304
H 12.89138 15.26128 20.19397
H 11.54853 15.07452 19.08031
H 13.69450 17.61078 20.50939
H 12.24661 18.09618 21.36204
H 11.27670 19.41286 19.50436
H 12.77921 19.24132 18.61462
H 12.68402 22.08537 21.14434
H 11.22086 21.27215 20.75498
H 12.29733 21.76292 19.34228
C 16.38142 21.72802 22.44193
O 16.98606 22.30278 21.21443
C 16.16093 23.35679 20.65474
C 16.79796 24.72957 20.62572
O 16.84515 25.21745 21.95935
C 17.81765 26.19179 22.20207
H 17.14349 21.21713 23.00682
H 15.46914 21.13078 22.17694
H 16.01754 22.63250 23.01332
H 15.26790 23.42440 21.28133
H 15.75890 23.02833 19.65036
H 16.15139 25.25266 19.96488
H 17.74667 24.66702 20.06956
H 17.54197 26.78903 23.09448
H 17.84816 26.89118 21.37535
H 18.82667 25.80131 22.34326
C 7.38540 13.36439 17.33022
O 8.27039 13.52157 16.30996
C 9.12783 12.41833 16.22974
C 8.60303 11.13875 15.56767
O 7.56218 10.57203 16.36065
C 6.97268 9.45474 15.72486
H 6.88206 14.31600 17.40229
H 7.92655 13.25407 18.28698
H 6.74573 12.48790 17.10652
H 9.47854 12.13063 17.23595
H 10.00383 12.79661 15.67048
H 9.34048 10.34581 15.45299
H 8.23732 11.22489 14.51586
H 6.49072 9.65473 14.79512
H 6.18421 9.09368 16.39001
H 7.78233 8.83311 15.39379
C 12.01305 13.47108 10.16922
O 13.39498 13.47394 10.55047
C 14.15499 12.81403 9.47418
C 15.61838 12.90203 9.83698
O 16.00342 12.04016 10.85900
C 17.24292 12.41694 11.40277
H 11.61957 12.46989 10.22395
H 11.91682 13.94239 9.11008
H 11.53234 14.14368 10.84021
H 13.90572 13.27755 8.53776
H 13.82470 11.74063 9.50707
H 15.79343 13.98520 10.07800
H 16.14987 12.67257 8.90783
H 17.13299 13.41701 11.82070
H 17.97197 12.38774 10.58905
H 17.50951 11.67847 12.19266
C 17.40104 14.49153 16.69538
C 17.29721 14.65092 15.13663
O 17.36573 13.31639 14.71634
C 17.67349 12.47348 15.74406
O 17.66738 11.26112 15.57108
O 17.85839 13.13522 16.84369
F 18.42050 15.30543 14.67697
H 16.45026 14.61204 17.20345
H 18.22521 15.16761 17.01814
H 16.41389 15.15179 14.79399
C 6.83920 15.56918 12.05526
C 6.74220 14.64848 13.32536
O 7.57582 13.54565 12.98463
C 8.28027 13.85604 11.89784
O 9.08307 13.12404 11.40692
O 8.01184 15.10773 11.45366
F 5.45964 14.17827 13.45378
H 6.88666 16.58814 12.39135
H 6.04515 15.39829 11.39844
H 7.16775 15.00239 14.26914
C 11.27944 19.54643 12.72618
C 10.37490 20.44152 13.53813
O 9.06159 19.96266 13.39684
C 9.07321 19.07572 12.36114
O 8.15711 18.61201 11.79144
O 10.38071 18.81866 11.95935
F 10.40495 21.73630 13.07620
H 11.87703 18.92188 13.37020
H 11.88690 20.20119 12.03933
H 10.61903 20.55282 14.58081

HOMO (eV): -9.5

These are the Mulliken partial charges, in e, on atoms 1 to 2:
1. C -0.41
2. C 0.79



(2)
Here is a cluster of 6 separate species, C49H56BrCl10N3O7P2S in total from the OMol25 dataset. Energies are from ωB97M-V/def2-TZVPD.

Geometry (Å):
C 1.75518 -4.80792 -3.38322
C 0.93723 -3.63960 -2.74009
C -0.58378 -3.79306 -3.08567
C -1.18698 -2.37918 -3.38917
C -2.13070 -1.81668 -2.28340
C -1.76210 -2.22591 -0.82763
C -1.84935 -1.01629 0.17499
C -1.57497 -1.55069 1.60133
C -1.59037 -0.43352 2.70452
C -0.40146 0.58684 2.49546
C -0.76606 1.94031 3.27576
Br -1.95293 2.84432 1.96908
O -1.35970 1.40174 4.43183
S -2.18910 2.31741 5.51415
O -3.34663 2.90212 4.89091
O -1.11426 3.55412 5.86486
C -0.89315 4.44852 4.79859
O -0.69116 5.74160 5.45912
C -1.80085 6.43393 5.40447
N -2.62968 7.19845 5.42619
C 0.49070 4.20316 4.01730
C 0.48010 5.29938 2.89448
C 1.38010 6.53634 3.07515
C 2.45498 6.89074 2.00170
N 1.26137 7.34122 4.03305
P 1.73481 4.57084 5.43915
C 3.47895 4.64111 4.80593
O 1.72943 3.23453 6.49203
C 0.61065 2.69318 3.49173
P 1.81953 2.47413 2.06752
N 2.70083 1.18300 2.14479
O 2.90278 3.71096 1.99350
O 1.07612 2.58060 0.61311
H 1.22707 -5.75670 -3.17513
H 2.80108 -4.81248 -3.02742
H 1.81799 -4.67633 -4.48825
H 1.35553 -2.72110 -3.19271
H 1.10204 -3.56686 -1.64926
H -1.14022 -4.36761 -2.32702
H -0.61556 -4.36987 -4.03336
H -0.41982 -1.62547 -3.64920
H -1.81176 -2.49657 -4.31357
H -2.05081 -0.70695 -2.33618
H -3.18011 -2.06115 -2.49859
H -0.74590 -2.64074 -0.71394
H -2.52105 -2.95985 -0.48524
H -2.83403 -0.52962 0.04675
H -1.05841 -0.31687 -0.17585
H -2.41491 -2.23164 1.84971
H -0.62385 -2.11247 1.58375
H -1.48025 -0.98560 3.65700
H -2.57182 0.06611 2.64081
H 0.46172 0.07882 2.94151
H -0.37005 0.73396 1.41159
H -1.74288 4.62297 4.11904
H 0.69279 4.92224 1.87858
H -0.54329 5.72454 2.80287
H 3.09309 7.73518 2.30749
H 1.89191 7.14803 1.07881
H 3.12839 6.05153 1.76139
H 1.94155 8.09450 3.96604
H 3.84452 3.60888 4.61658
H 3.62792 5.22504 3.88520
H 4.13692 5.08154 5.57810
H 2.09576 3.60889 7.30812
H 1.07589 2.13580 4.33669
H 2.45869 0.66656 2.98541
H 3.66991 3.34924 2.47175
H 0.44880 3.32632 0.61306
Cl 2.70831 -6.32443 -6.07588
C 3.35594 -5.09057 -7.10094
C 4.21382 -4.10713 -6.62040
Cl 4.70622 -4.05272 -4.96782
C 4.69721 -3.13005 -7.48112
C 4.33044 -3.13507 -8.81747
C 3.47839 -4.12008 -9.29876
C 2.99222 -5.09432 -8.44128
H 5.36258 -2.36145 -7.10943
H 4.70888 -2.37057 -9.48410
H 3.19193 -4.12798 -10.34278
H 2.32648 -5.85888 -8.81968
Cl -7.13691 -2.73210 -0.37601
C -7.17380 -1.01578 -0.17727
C -6.41716 -0.16766 -0.97541
Cl -5.39348 -0.76542 -2.23259
C -6.47271 1.20539 -0.77208
C -7.28262 1.73076 0.22221
C -8.04308 0.88292 1.01659
C -7.98746 -0.48721 0.81661
H -5.88245 1.86898 -1.39062
H -7.32120 2.80142 0.37792
H -8.67887 1.29013 1.79240
H -8.58018 -1.14515 1.43852
Cl 4.50835 -0.84762 -4.35783
C 4.76540 -0.52174 -2.67873
C 3.72605 -0.14428 -1.83567
Cl 2.09965 0.01695 -2.40151
C 3.97978 0.11413 -0.49495
C 5.26619 -0.00586 0.00458
C 6.30475 -0.38758 -0.83580
C 6.05348 -0.64427 -2.17505
H 3.17502 0.41025 0.16659
H 5.45793 0.19842 1.05075
H 7.31088 -0.48498 -0.44710
H 6.86480 -0.94056 -2.82725
Cl 3.55685 -2.09678 4.10612
C 3.16666 -1.70654 5.74382
C 3.20933 -0.40188 6.21631
Cl 3.64482 0.92222 5.19311
C 2.89411 -0.13350 7.54140
C 2.53479 -1.16530 8.39381
C 2.48735 -2.47033 7.92078
C 2.80320 -2.73917 6.59839
H 2.92817 0.88244 7.91107
H 2.29127 -0.95232 9.42689
H 2.20420 -3.27838 8.58321
H 2.76607 -3.75710 6.23326
Cl -2.69182 -3.76117 -6.66560
C -4.25945 -3.03597 -6.73276
C -4.57843 -1.90498 -5.99234
Cl -3.42708 -1.13340 -4.95912
C -5.85519 -1.36330 -6.07294
C -6.80936 -1.94627 -6.89142
C -6.48855 -3.07382 -7.63551
C -5.21617 -3.61677 -7.55502
H -6.10779 -0.48361 -5.49543
H -7.80342 -1.52137 -6.94947
H -7.23073 -3.53018 -8.27815
H -4.96998 -4.49644 -8.13513

HOMO (eV): -8.3

These are the Mulliken partial charges, in e, on atoms 1 to 2:
1. C -1.36
2. C 0.14



(3)
Here is a cluster of 9 separate species, C6H30N4O11 in total from the OMol25 dataset. Energies are from ωB97M-V/def2-TZVPD.

Geometry (Å):
C 23.73935 2.73932 2.36228
O 23.86724 3.52826 1.43900
N 24.22730 2.95569 3.60667
N 23.28285 1.46013 2.19434
H 24.62375 3.87431 3.67956
H 24.19431 2.39506 4.43564
H 22.73011 1.30667 1.36852
H 23.02324 1.06217 3.07952
C 20.60417 10.43822 2.41145
O 21.46351 10.32407 1.54928
N 19.42809 11.14477 2.31252
N 20.68740 9.86439 3.64333
H 19.17868 11.70171 1.51585
H 18.89449 11.22801 3.15128
H 21.51895 9.34008 3.91940
H 20.03174 10.02180 4.38957
C 19.49981 1.78311 5.19167
C 20.53332 2.03641 4.11801
O 21.06819 3.37666 4.14012
O 20.07681 2.16794 6.43139
H 19.17258 0.74372 5.08313
H 18.63257 2.42114 5.00053
H 19.96740 2.01667 3.18222
H 21.35712 1.32592 4.05855
H 21.32490 3.45122 5.07506
H 19.35476 2.34660 7.04037
C 20.20103 9.65311 7.60426
C 20.95813 8.34314 7.52252
O 21.30808 7.86896 8.81238
O 19.69430 10.06321 6.34327
H 20.85869 10.46590 7.93337
H 19.46021 9.66527 8.41131
H 21.95431 8.59403 7.13390
H 20.54504 7.62177 6.81524
H 21.20862 6.91401 8.80073
H 19.21104 10.88913 6.42059
O 22.55217 3.99136 6.76431
H 21.93713 3.94610 7.50238
H 22.46263 4.90194 6.41792
O 23.07775 8.66446 4.41388
H 23.37140 8.11525 3.66510
H 23.73714 9.36405 4.47607
O 22.87994 6.07054 5.08621
H 22.73870 7.03016 5.19444
H 23.83200 5.95320 5.16082
O 26.18689 4.14319 5.35424
H 26.99762 3.79732 4.96619
H 26.26184 5.09780 5.25711
O 22.69699 7.41549 1.95391
H 22.32637 7.82141 1.16281
H 21.96305 6.92556 2.34277

Relative energy (zero: lowest compared OMol25 entry of this formula, charge and spin) (kJ/mol): 0.00
SMILES string: NC(N)=O.NC(N)=O.OCCO.OCCO.O.O.O.O.O
HOMO (eV): -9.2

These are the Mulliken partial charges, in e, on atoms 1 to 2:
1. C 0.63
2. O -0.66



(4)
Here is a cluster of 2 separate species, C4H8ClOP in total from the OMol25 dataset. Energies are from ωB97M-V/def2-TZVPD.

Geometry (Å):
C -0.63200 1.05157 0.00723
C -0.19850 -0.06666 0.84879
C 1.08230 -0.18583 1.22942
C -1.12593 -1.24153 0.91048
O 1.45175 -3.14246 -0.17365
P 1.31676 -2.00760 -1.04197
Cl 2.75150 -2.12108 -2.53523
H -1.64837 0.71140 -0.58989
H 0.11783 1.34239 -0.63097
H 1.27624 -0.98028 1.89949
H 1.86525 0.59763 0.98403
H -0.72613 1.94771 0.38621
H -2.11560 -0.84247 0.50502
H -1.17588 -1.65233 1.96757
H -0.80762 -1.90353 0.10518

Relative energy (zero: lowest compared OMol25 entry of this formula, charge and spin) (kJ/mol): 209.30
SMILES string: C=C(C)C.O=PCl
HOMO (eV): -9.4

These are the Mulliken partial charges, in e, on atoms 1 to 2:
1. C -1.35
2. C 0.90



no.,total energy (Ha),LUMO level (eV),orbital gap (eV)
1,-5232.785480,0.47,10.006
2,-10848.475011,0.10,8.394
3,-1293.283113,0.13,9.323
4,-1033.955162,-0.62,8.738